A cluster of 3 separate species, H6O3 in total. Source: OMol25; level of theory: ωB97M-V/def2-TZVPD.

Cartesian coordinates (Å):
1 H -0.11661 0.12231 -2.13432
2 O 0.48037 0.60775 -1.56495
3 H 1.15435 -0.02845 -1.32573
4 O -0.69282 1.05590 0.34244
5 H -0.68603 0.43230 1.06860
6 O 0.28106 -0.79554 1.72114
7 H -0.76904 0.51119 -0.44097
8 H 0.26017 -0.23367 0.94648
9 H 0.08856 -1.67176 1.38734

Results
- Max |F|: 2.466 eV/Å
- Net charge: 0
- Frontier orbital gap: 0.406 hartree
- Energy above the lowest of the compared OMol25 structures with the same formula, charge and spin: 1.923 eV
- SMILES: O.O.O
- Energy: -229.25443 a.u.